Molecular formula: C19H14Cl2N2O6S2
Method: DFT, wB97M-V/def2-TZVPD

Results
Frontier orbital gap = 8.50 eV
Strongest force on any atom = 0.0189 Eh/bohr
M = 501.4 g mol⁻¹
HOMO energy = -8.5 eV
2S+1 = 1

Geometry (Å):
1 O -4.510 -0.779 -2.028
2 C -3.357 -0.813 -1.668
3 N -2.762 0.029 -0.791
4 C -3.319 1.062 -0.046
5 C -4.656 1.429 -0.156
6 C -5.149 2.464 0.621
7 C -4.336 3.147 1.512
8 C -3.005 2.781 1.622
9 C -2.494 1.749 0.856
10 Cl -0.800 1.320 1.001
11 H -2.357 3.301 2.308
12 H -4.735 3.951 2.108
13 Cl -6.806 2.908 0.471
14 H -5.295 0.903 -0.846
15 H -1.767 -0.097 -0.625
16 C -2.391 -1.877 -2.216
17 H -2.152 -1.633 -3.254
18 H -2.894 -2.850 -2.178
19 O -1.172 -1.919 -1.496
20 C -1.020 -2.882 -0.575
21 O -1.818 -3.791 -0.432
22 C 0.182 -2.703 0.247
23 C 1.039 -1.621 0.024
24 C 2.121 -1.397 0.852
25 C 2.366 -2.283 1.906
26 C 1.549 -3.369 2.117
27 C 0.437 -3.601 1.302
28 O -0.336 -4.659 1.565
29 H -1.085 -4.672 0.930
30 H 1.739 -4.058 2.924
31 H 3.210 -2.114 2.558
32 N 2.989 -0.315 0.628
33 S 2.451 1.224 0.190
34 O 2.111 1.959 1.371
35 O 1.496 1.118 -0.865
36 C 3.953 1.865 -0.471
37 C 4.278 2.010 -1.785
38 C 5.573 2.545 -1.956
39 C 6.194 2.788 -0.771
40 S 5.212 2.377 0.579
41 H 7.175 3.189 -0.609
42 H 6.016 2.739 -2.916
43 H 3.604 1.747 -2.578
44 H 3.677 -0.223 1.364
45 H 0.844 -0.949 -0.794

=====

Molecular formula: C19H14Co2O9S
Method: DFT, wB97M-V/def2-TZVPD

Results
Frontier orbital gap = 6.63 eV
Strongest force on any atom = 0.0797 Eh/bohr
M = 536.2 g mol⁻¹
HOMO energy = -8.2 eV
2S+1 = 1

Geometry (Å):
1 C 1.785 -4.147 2.060
2 C 0.617 -3.442 2.715
3 O 0.756 -2.052 2.421
4 C -0.286 -1.299 2.739
5 C -0.176 0.026 2.023
6 S -1.460 1.051 2.965
7 C -1.269 2.656 2.215
8 C -1.919 2.728 0.973
9 C -1.781 3.872 0.194
10 C -1.033 4.953 0.713
11 C -0.470 4.910 1.989
12 C -0.594 3.745 2.759
13 O -0.602 1.158 4.189
14 O -1.190 -1.632 3.478
15 H 1.642 -5.224 2.151
16 H 1.844 -3.875 1.003
17 H 2.734 -3.886 2.533
18 H -0.323 -3.755 2.249
19 H 0.575 -3.604 3.797
20 H 0.711 0.525 2.405
21 H -2.521 1.871 0.652
22 H -2.251 3.882 -0.800
23 H -0.912 5.837 0.079
24 H 0.073 5.772 2.383
25 H -0.174 3.667 3.760
26 O 2.847 -3.590 -2.117
27 C 2.128 -2.830 -2.604
28 Co 1.116 -1.623 -3.431
29 C 2.254 -0.281 -3.334
30 O 2.910 0.679 -3.330
31 C 1.565 -2.382 -4.984
32 O 1.891 -2.818 -6.015
33 C -0.141 -1.601 -1.588
34 C -0.493 -0.653 -0.695
35 C 0.045 0.040 0.551
36 Co -0.845 -0.206 -2.506
37 C -0.403 1.500 -2.519
38 O -0.206 2.645 -2.546
39 C -2.580 -0.119 -2.879
40 O -3.689 -0.035 -3.161
41 C -0.295 -0.450 -4.338
42 O -0.524 -0.163 -5.446
43 H -0.371 -2.663 -1.481
44 H -0.084 1.100 0.274
45 H 1.098 -0.288 0.503

=====

HOMO energy of number 1 (C19H14Cl2N2O6S2)?
-8.5 eV

=====

Repeat the first record exactly.
Molecular formula: C19H14Cl2N2O6S2
Method: DFT, wB97M-V/def2-TZVPD

Results
Frontier orbital gap = 8.50 eV
Strongest force on any atom = 0.0189 Eh/bohr
M = 501.4 g mol⁻¹
HOMO energy = -8.5 eV
2S+1 = 1

Geometry (Å):
1 O -4.510 -0.779 -2.028
2 C -3.357 -0.813 -1.668
3 N -2.762 0.029 -0.791
4 C -3.319 1.062 -0.046
5 C -4.656 1.429 -0.156
6 C -5.149 2.464 0.621
7 C -4.336 3.147 1.512
8 C -3.005 2.781 1.622
9 C -2.494 1.749 0.856
10 Cl -0.800 1.320 1.001
11 H -2.357 3.301 2.308
12 H -4.735 3.951 2.108
13 Cl -6.806 2.908 0.471
14 H -5.295 0.903 -0.846
15 H -1.767 -0.097 -0.625
16 C -2.391 -1.877 -2.216
17 H -2.152 -1.633 -3.254
18 H -2.894 -2.850 -2.178
19 O -1.172 -1.919 -1.496
20 C -1.020 -2.882 -0.575
21 O -1.818 -3.791 -0.432
22 C 0.182 -2.703 0.247
23 C 1.039 -1.621 0.024
24 C 2.121 -1.397 0.852
25 C 2.366 -2.283 1.906
26 C 1.549 -3.369 2.117
27 C 0.437 -3.601 1.302
28 O -0.336 -4.659 1.565
29 H -1.085 -4.672 0.930
30 H 1.739 -4.058 2.924
31 H 3.210 -2.114 2.558
32 N 2.989 -0.315 0.628
33 S 2.451 1.224 0.190
34 O 2.111 1.959 1.371
35 O 1.496 1.118 -0.865
36 C 3.953 1.865 -0.471
37 C 4.278 2.010 -1.785
38 C 5.573 2.545 -1.956
39 C 6.194 2.788 -0.771
40 S 5.212 2.377 0.579
41 H 7.175 3.189 -0.609
42 H 6.016 2.739 -2.916
43 H 3.604 1.747 -2.578
44 H 3.677 -0.223 1.364
45 H 0.844 -0.949 -0.794

=====

Look up the frontier orbital gap of the second one.
6.63 eV